# 1
A cluster of 8 separate species, C46H113N7O in total at a distorted geometry. Source: OMol25; level of theory: ωB97M-V/def2-TZVPD.

The calculation puts the energy relative to the best compared isomer or geometry (same formula, charge and spin) at 19.9 kcal/mol. As for the SMILES: CCN(CC)CC.CCN(CC)CC.CCN(CC)CC.CCN(CC)CC.CCN(CC)CC.CCN(CC)CC.CCN(CC)CC.C1CCOC1. As for the largest force on an atom: 0.02681 hartree/bohr. As for the LUMO energy: 0.0217 Eh. As for the HOMO energy: -8.146 eV. As for the spin multiplicity: 1. The frontier orbital gap comes out at 8.74 eV.

Atoms and positions in Å:
H -1.4010 -3.8065 -2.5823
H 1.2614 -0.1037 -7.2551
C 1.6576 2.8296 7.3574
H -0.4117 -2.9922 -0.6288
H -0.6185 0.7234 6.0979
N -5.1107 0.3668 3.5841
H -2.5461 -4.9603 3.3816
H 7.7969 -0.7009 -5.6028
H 0.1110 2.8301 -2.6464
H 7.9582 -1.1624 -3.2364
C -0.8481 -3.2025 1.8432
C -0.2620 3.4259 -5.8071
H 8.3734 1.2107 -4.5880
H 4.2766 -4.0969 1.3987
H -3.7057 -4.0707 2.4575
C 2.6916 -0.2987 4.0798
H -0.2869 2.1384 1.8835
C 6.8531 -0.7494 -5.0543
C 5.2735 -2.4220 2.2536
H 7.3357 1.2919 -3.1442
H 3.8772 0.3433 1.7027
H 0.5499 0.7671 -10.1030
C -0.6134 2.7140 5.4189
H -0.7034 0.7951 9.3514
H 4.0805 -0.8166 -5.5177
H 1.4989 2.9287 -6.9049
H 1.5646 2.9037 9.4681
H -1.3128 -3.3943 2.8057
C -4.2803 -0.8013 3.7735
H -4.1803 -1.4111 2.8539
H 1.0917 1.7667 -5.6448
C -1.1720 -0.1431 -6.1116
N 6.3933 0.6318 -4.9252
H 2.3822 -2.0168 0.5576
C 5.1122 -3.4531 1.1289
C -2.2548 -5.0507 1.1822
H 0.9616 1.1523 5.4125
H -2.2500 -0.0953 3.4886
H -1.9213 1.7348 -6.7568
H -0.2687 -4.7172 -0.4425
H -1.4435 3.4424 2.0104
C -1.4873 0.9261 -2.1447
H 1.8185 0.8584 8.7386
C -0.6219 -1.7200 1.6382
H 5.4871 -3.0009 3.1588
C -1.1179 2.6327 1.3632
H -5.1973 -1.7825 -0.7154
H 2.9762 0.2616 -4.8345
H -2.2469 0.1522 -2.0174
H 2.7121 -0.6402 -0.5153
H 0.0216 -1.3150 2.4178
H 0.3771 4.0226 -5.1509
H 1.7585 -0.4254 0.9546
H -6.1410 -0.4343 0.0566
C -0.5870 3.0936 0.0162
C -0.4831 0.8578 -0.9720
H 2.6662 2.3072 -3.0224
C -5.4122 2.4876 2.2214
C -7.3598 -1.7807 -2.6076
N -1.6927 -3.7736 0.7945
C 0.8464 2.6518 -1.8491
N 0.0532 1.5798 -7.4799
H -6.0847 2.7420 3.0426
H -1.0595 2.9850 -5.2126
C 3.9529 -1.1010 3.7932
H -1.3843 2.3839 4.7168
H -7.4214 -2.8267 -2.8982
H -2.0992 -0.2597 -5.5461
H -2.4069 -1.3227 4.7085
H -3.6482 1.7425 3.0898
H 5.0464 0.2737 -3.3607
H -1.4043 3.4452 -0.6368
C 1.6762 3.6219 8.6470
H -4.6548 0.1351 -2.0931
H -4.7672 -1.4376 4.5109
H -0.6967 4.0910 -6.5534
C -5.7026 -0.1849 -2.0797
H -7.0872 1.0245 3.3743
H 2.6921 -0.1382 5.1605
H -0.3789 -0.0045 -5.3721
H -6.8266 -0.2939 5.5194
H 6.1625 -1.7791 2.1164
H -2.9532 0.3038 5.0908
C -1.2125 0.9894 -7.1296
C -6.5328 0.0929 3.4244
C 7.3702 1.4568 -4.2350
C 0.1208 1.5246 6.0129
C 0.9991 0.6057 8.0621
H 1.3088 -0.7022 -9.6790
H -3.8471 -5.8033 2.4902
H -6.4658 -0.3775 -4.0280
H 2.6269 4.1245 8.8074
N 0.2309 2.0900 -0.6488
C -6.1491 -1.0590 -3.2400
C -3.1172 -4.9975 2.4527
H 4.9185 -2.9536 0.1790
C 3.9805 0.2417 -5.2750
H 6.2154 -1.5120 -3.0908
H -1.0717 0.5176 -0.1208
H -4.1538 0.7891 1.7317
H -8.1954 -0.6754 4.5932
H -6.7220 -0.4344 2.4666
N 0.5868 1.8259 7.3705
H 0.2332 -0.6745 9.6410
C 7.0747 -1.5365 -3.7557
C 1.0250 0.6409 -8.0301
C 2.6121 -0.9513 0.5267
C -7.0989 -0.7428 4.5606
H 6.0118 -4.0595 1.0224
H 3.9148 0.8719 -6.1616
H 6.1691 -1.3157 -5.6873
H -1.1867 3.2304 6.1900
C -0.1356 0.0024 8.8661
H -6.2492 0.7604 -2.0206
H -1.0087 0.8557 -3.1191
H 8.0683 3.4950 -4.1651
H 2.6102 2.2854 7.2260
C 7.1936 2.9611 -4.5352
H 0.0799 3.9341 0.2212
H 4.8413 -0.4703 3.9999
H 0.0221 3.4198 4.8846
H 1.6137 0.9561 -2.9075
H -4.8092 3.3709 2.0296
H -1.7484 0.6852 -8.0341
C 0.5490 -0.0005 -9.3236
H 7.2947 -2.5645 -4.0484
H 1.8846 1.2504 -8.3105
C -2.9008 -0.4378 4.2945
C 2.0047 1.7980 -2.3189
H -5.3981 -1.7686 -3.5761
H -0.8319 -0.5777 8.2558
H -2.4439 -4.9901 -1.7477
H 7.1399 3.0812 -5.6161
H -6.9215 -1.8123 4.4808
H 4.9001 1.8115 -4.1130
C -1.0071 -3.8928 -0.4780
O -7.1651 -1.7647 -1.1808
H 0.7879 4.2467 8.7145
C 0.6605 2.3986 -6.4463
H 6.2982 3.3544 -4.0591
C 3.8840 -0.6902 1.3382
H -1.5743 -1.1794 1.7121
C -5.9789 -1.0239 -0.8420
H 0.1387 -3.7057 1.8058
H 2.5804 1.3736 -1.5003
H -8.2689 -1.2075 -2.7938
N 4.0789 -1.6265 2.4323
H 2.6434 0.6735 3.5954
H 4.7530 -0.7349 0.6719
H 3.9776 -1.9565 4.4685
H 1.4045 -0.1045 7.3248
H -2.7592 -3.2990 -1.5708
H -1.0056 -1.1187 -6.5805
H 1.2400 3.6437 -1.6050
H -6.0396 2.2442 1.3638
H -1.8874 1.8600 1.3044
H -2.9364 -5.4203 0.4141
C 5.0536 0.7590 -4.3554
H 1.5591 3.4944 6.5008
H -0.4287 -0.4699 -9.2893
C -1.9448 -4.0241 -1.6626
H 1.8074 -0.9001 3.8642
H -1.4689 -5.8178 1.3209
H -2.0679 1.8516 -2.0662
H -0.2706 -1.4695 0.6441
H 0.2450 0.0656 -1.1649
C -4.5434 1.2987 2.6385

Atom charges from the Mulliken analysis, given in e for atoms 1 to 4: H 0.4591; H 0.2463; C -0.4392; H -0.0828

---

# 2
A cluster of 9 separate species, C46H114N4O19 in total at a distorted geometry. Source: OMol25; level of theory: ωB97M-V/def2-TZVPD.

The calculation puts the energy relative to the best compared isomer or geometry (same formula, charge and spin) at 163.8 kcal/mol. As for the SMILES: COC[C@H](C)N.COC[C@H](C)N.COC[C@H](C)N.COC[C@H](C)N.COCCOCCOC.COCCOCCOC.COCCOCCOC.COCCOCCOC.COCCOCCOC. As for the largest force on an atom: 0.10688 hartree/bohr. As for the LUMO energy: 0.0160 Eh. As for the HOMO energy: -8.336 eV. As for the spin multiplicity: 1. The frontier orbital gap comes out at 8.77 eV.

Atoms and positions in Å:
H 6.9712 7.1358 17.7912
O 6.6413 7.8805 20.3408
H 9.0969 5.8317 25.0268
C 7.6535 17.8436 15.3786
H 6.3927 12.4833 17.8691
H 4.3821 3.6032 19.8895
H 9.5920 18.0768 17.3752
H 15.0327 12.7480 14.0596
H 7.2905 21.1425 12.4056
H 12.0305 8.9005 21.2023
C 5.2570 5.1692 17.1680
C 3.4425 3.9059 19.4238
C 9.1205 10.1791 10.7034
C 13.0696 13.1544 13.3220
H 9.4188 5.1705 22.2581
H 12.6601 13.9310 13.9809
H 7.5874 9.1298 12.7170
C 16.4508 12.9243 11.8788
H 7.6715 16.2510 20.4508
H 5.9619 17.7320 16.7395
C 11.2214 10.4252 16.6965
O 9.3359 10.0170 12.0929
O 3.5454 11.8859 18.4761
H 6.7685 10.1626 19.0604
C 7.6260 10.0946 18.3842
C 6.8682 6.2795 18.4639
H 6.2304 21.1536 13.8065
H 6.8047 5.7813 20.5026
H 12.6611 13.3587 12.3220
H 10.5416 18.3115 18.8354
C 9.2655 4.7581 24.9328
O 7.0328 15.6732 22.3871
O 15.0886 12.6253 12.0561
O 2.5687 15.8473 17.9428
O 7.0832 16.0699 17.0390
H 5.7572 13.5387 21.2408
O 8.3827 4.2003 23.9761
C 9.5427 18.0476 18.4733
H 12.9257 7.5319 20.4507
H 9.3541 15.4224 21.3800
C 11.9463 7.9649 20.6536
H 7.5944 10.9458 12.7107
C 5.2200 7.8721 20.4519
O 7.2413 19.1467 15.0449
H 7.8151 16.7820 23.9276
H 10.3956 8.4416 10.4061
H 9.0387 2.3048 24.3976
N 10.0583 9.3199 8.5567
H 11.8305 10.0811 11.4256
C 8.1512 16.3265 22.9912
H 4.4141 14.3451 17.3819
H 8.3358 23.0152 15.7945
H 9.1250 11.2349 10.4097
H 6.5592 17.2875 21.2182
H 10.8145 13.3524 15.4113
C 7.2689 21.0191 13.4873
C 2.1027 12.9777 16.9537
O 8.9270 16.8703 18.9021
H 10.4682 13.3282 18.1987
H 8.6090 17.0634 22.3370
H 7.8513 9.0255 18.3172
H 3.2077 5.6581 17.5376
H 2.1274 17.8336 17.6410
H 8.7227 17.6777 15.2592
H 6.5775 12.5775 16.1856
C 10.4863 4.9677 22.1677
H 9.9091 15.6243 17.5910
C 8.8819 14.6177 20.8175
C 7.1911 10.6070 16.9999
H 16.9136 12.1264 11.2957
C 2.3467 12.6606 18.4252
H 8.3939 15.3636 15.5718
H 5.3630 5.8149 16.2879
H 1.5239 17.1495 19.1895
H 9.1982 8.7994 8.4149
O 11.1898 5.2113 23.3669
H 4.7333 6.9009 20.5222
H 8.4947 9.9748 13.9329
H 10.3923 10.5692 20.1470
H 11.7801 10.1061 17.5806
H 8.9433 18.9250 18.7297
H 3.4300 4.5849 16.1884
H 5.7914 4.2461 16.9097
C 8.1772 10.0380 12.8909
C 8.0982 2.8355 24.2198
H 8.0902 14.2510 16.7906
H 16.5996 13.8318 11.2839
H 7.9888 10.3245 16.3136
H 9.4893 9.1303 19.9812
H 4.2650 12.3076 20.3466
H 9.0953 13.6968 21.3606
H 6.6493 13.6972 19.7730
H 6.8903 22.0080 15.7480
H 12.1469 5.4320 20.8683
H 8.7859 19.5446 13.8294
H 8.0113 12.6723 17.2570
C 1.7154 16.9512 18.1366
O 5.5467 5.7266 18.4197
C 10.2854 9.4608 10.0054
C 10.7539 4.6137 24.5590
H 4.8640 8.4725 21.2913
C 7.0647 12.1562 17.0679
H 7.3483 2.7654 25.0094
C 9.3777 10.2210 19.9404
N 5.8838 10.1093 16.6281
H 11.1108 3.5826 24.6722
H 7.3844 18.0779 17.5347
C 11.5994 10.0919 10.3604
H 9.0514 4.3093 25.9066
C 9.7772 15.7617 18.6755
C 10.7892 12.2649 15.2814
H 8.1446 9.7782 10.4098
H 14.8845 14.3277 13.2858
H 10.8235 15.9225 18.9756
C 11.1213 5.7735 21.0495
H 8.7663 10.5344 20.7945
H 7.7972 14.7365 20.8150
H 2.6390 3.2936 19.8344
O 3.1927 13.3797 16.1612
C 7.1729 6.6365 19.9274
H 3.2466 4.9591 19.6332
H 7.0318 17.1675 14.7696
H 10.1718 10.1769 16.8637
O 8.8448 10.6944 18.7483
H 11.4378 8.1888 19.7105
H 4.9156 13.6129 19.6809
H 4.7456 10.7289 19.7221
H 1.6429 12.1373 16.4338
H 8.2483 6.7304 20.0886
C 7.6877 19.5741 13.7882
H 7.7058 2.3025 23.3518
O 12.7148 11.8936 13.8198
H 5.5416 10.1878 15.6876
H 11.1093 10.6799 13.8132
H 4.4698 15.9042 18.7707
H 2.5220 13.5952 18.9610
H 2.3646 15.8816 15.9020
C 5.5849 15.5632 20.4478
N 5.3293 16.2409 19.1978
H 11.6562 9.7136 15.9800
C 7.0090 17.4251 16.7304
C 3.7631 4.7685 17.2120
C 8.2311 15.3249 16.6508
H 9.7024 12.0937 15.3781
H 8.8617 15.5825 23.3569
H 3.7075 16.7766 16.4714
H 6.0967 16.0930 18.5312
H 7.5717 5.5308 18.0831
C 7.9472 22.0429 15.4852
C 6.7829 16.2193 21.0939
H 9.8613 12.4585 19.3478
H 4.7126 14.7251 15.6947
H 1.3533 13.7755 16.8717
H 8.3794 14.2609 18.7575
H 4.7072 15.6571 21.0940
O 11.4252 11.7762 16.4267
H 5.1574 10.3742 17.2793
H 8.5486 21.3125 16.0266
H 12.4593 9.5517 9.9545
H 11.2919 5.2151 25.2980
C 3.9227 14.5492 16.4208
H 3.1139 10.9346 20.2739
H 0.7125 16.7925 17.7213
H 10.7704 12.2860 13.1466
C 3.1732 15.8405 16.6488
H 1.5479 12.0144 18.7907
H 11.6030 11.1297 10.0128
H 10.6159 5.5377 20.1024
H 10.7854 8.6715 8.2654
C 9.2926 14.4840 19.3363
O 3.4832 3.6731 18.0274
H 7.3591 18.9472 12.9487
C 14.5741 13.2822 13.2219
C 3.9303 11.4507 19.7560
C 5.7327 14.0393 20.2674
O 11.0368 7.1392 21.3734
O 8.1250 21.9861 14.0698
H 17.0526 13.0222 12.7865
H 9.0516 15.6280 17.3035
C 11.3054 11.7426 13.9295
N 10.2249 13.3891 19.1893
H 10.5662 3.9002 21.9188
H 4.9778 8.3845 19.5139

Atom charges from the Mulliken analysis, given in e for atoms 1 to 4: H 0.2597; O -0.4047; H 0.3119; C -1.1793

---

Q: Among the records above, which one has the lowest largest force on an atom?
A: C46H113N7O

---

Q: Which of these has the highest HOMO?
A: C46H113N7O